Entry 1:
A cluster of 2 separate species, C2H6S in total in a non-equilibrium geometry. Source: the OMol25 dataset; level of theory: ωB97M-V with the def2-TZVPD basis set.

```
9
Properties=species:S:1:pos:R:3:forces:R:3
H 1.897 -0.098 0.205 -0.547 -0.195 -0.813
H 0.659 -1.067 -0.904 0.715 0.901 1.838
H -0.434 -0.832 1.193 -0.033 -0.536 1.121
H -0.212 0.943 1.389 0.584 0.884 0.849
H 0.790 0.541 -1.180 0.555 0.321 1.442
H -1.074 0.254 0.163 -1.993 0.422 -1.212
C -0.175 0.102 0.756 -0.308 -1.128 -1.623
S -2.342 0.275 -1.350 0.624 -0.026 0.758
C 0.891 -0.118 -0.272 0.404 -0.642 -2.359
```
Forces are in eV/Å.

Properties
Energy above the lowest of the compared OMol25 structures with the same formula, charge and spin in kcal/mol: 93.3
Molecular weight in g mol⁻¹: 62.14
HOMO-LUMO gap in eV: 6.546
Energy in eV: -13002.3463

Entry 2:
The ion CH2NO2S3 with charge -1 in a non-equilibrium geometry. Source: the OMol25 dataset; level of theory: ωB97M-V with the def2-TZVPD basis set.

```
9
Properties=species:S:1:pos:R:3:forces:R:3
H -2.342 1.520 -0.522 -0.365 -1.470 -0.710
O -1.543 1.951 -0.274 2.570 1.446 1.004
N -0.199 -0.193 -0.343 -0.847 0.237 -0.975
S 2.019 -0.174 1.093 0.933 -0.286 0.867
S 0.154 1.409 -0.582 -3.393 0.527 0.947
O 0.276 1.666 -1.992 0.705 -0.241 -1.125
C 0.632 -0.814 0.421 0.404 -0.192 -0.185
H 0.794 -2.804 1.691 0.166 0.044 -0.146
S 0.210 -2.561 0.508 -0.173 -0.065 0.323
```
Forces are in eV/Å.

Properties
Energy above the lowest of the compared OMol25 structures with the same formula, charge and spin in kcal/mol: 19.1
Molecular weight in g mol⁻¹: 156.23
Charge: -1
HOMO-LUMO gap in eV: 7.411
Energy in eV: -39160.9852

Entry 3:
A cluster of 2 separate species, C4H10NS2 in total in a non-equilibrium geometry. Source: the OMol25 dataset; level of theory: ωB97M-V with the def2-TZVPD basis set.

```
17
Properties=species:S:1:pos:R:3:forces:R:3
H 3.877 1.029 -0.882 -1.444 -0.409 0.652
N -0.650 1.374 -0.563 0.268 2.004 -1.852
H -0.475 2.134 0.124 -0.114 -1.295 -0.880
H -0.199 0.533 1.805 1.050 -0.404 -1.166
H -0.500 1.641 -1.582 -0.383 -0.413 2.309
S 2.540 0.752 -0.515 1.552 0.651 -1.118
C -2.090 -0.644 -0.397 2.178 -2.829 1.730
C 0.706 -1.325 1.498 2.428 -1.022 1.574
C -0.640 -0.029 -0.278 1.793 -0.095 -1.632
H -2.518 -0.370 -1.300 -0.493 1.002 -1.733
H 2.100 1.389 -1.629 0.009 -0.206 0.451
S 1.450 -1.377 2.987 -0.786 0.391 -0.613
H -0.001 -0.577 -1.099 -1.108 0.776 1.289
H -1.938 -1.758 -0.475 -0.427 0.887 0.320
H 0.976 -2.143 0.897 -0.195 -1.128 -1.097
C 0.120 -0.208 0.997 -4.182 1.786 1.247
H -2.755 -0.423 0.413 -0.147 0.304 0.519
```
Forces are in eV/Å.

Properties
Energy above the lowest of the compared OMol25 structures with the same formula, charge and spin in kcal/mol: 91.8
Molecular weight in g mol⁻¹: 136.27
Charge: +1
HOMO-LUMO gap (spin up / spin down) in eV: 4.735 / 4.789
Energy in eV: -27459.5451

Entry 4:
A structure of composition C47H36ClMnN12O2S in a non-equilibrium geometry. Source: the OMol25 dataset; level of theory: ωB97M-V with the def2-TZVPD basis set.

```
100
Properties=species:S:1:pos:R:3:forces:R:3
H 3.626 4.745 -3.870 -0.010 -0.021 0.031
H -3.433 -2.484 -2.746 0.123 0.005 0.061
C 5.970 3.983 -0.919 0.047 0.076 0.115
C 2.985 0.949 -0.717 -1.275 0.690 0.086
H -5.181 0.780 -5.697 -0.017 0.002 0.083
H -2.621 -4.681 -1.400 0.059 0.075 0.009
S 1.911 -0.301 -1.375 0.217 0.021 0.079
C 2.780 -2.578 1.035 0.055 -0.083 -0.106
N -2.408 2.212 -0.246 -0.325 -0.011 -0.186
N -3.694 2.824 -4.371 0.004 -0.038 0.300
C 2.536 -0.373 5.899 0.026 0.016 -0.085
C 1.556 -0.741 6.808 0.024 0.009 0.000
Mn 0.460 -0.920 0.280 -0.182 0.363 0.065
N -3.215 3.444 -3.359 -0.359 -0.464 -0.106
C 2.021 -4.674 1.181 0.139 -0.055 0.039
H -1.236 -5.371 2.227 -0.016 -0.048 -0.067
H 2.981 -0.101 3.812 -0.036 0.010 0.036
C -0.236 6.176 0.313 -0.011 -0.056 0.049
N -3.646 2.831 -2.222 0.315 0.115 0.252
C -1.547 -7.376 1.523 -0.014 -0.005 0.086
H 0.330 1.439 -2.026 0.109 -0.001 0.021
H 6.004 1.485 -0.328 0.285 -0.052 -0.147
C -1.960 0.605 1.156 0.256 0.033 -0.120
Cl 1.907 -0.682 8.508 -0.003 -0.020 -0.053
C 5.152 5.525 -2.579 -0.050 -0.047 -0.033
H 1.910 -5.739 1.338 0.027 0.114 -0.023
C -4.416 1.747 -2.525 0.008 0.029 0.178
C -0.052 3.964 1.262 -0.047 -0.019 -0.006
C -4.447 1.751 -3.911 0.074 0.180 -0.388
H -1.223 1.756 -2.799 -0.011 -0.007 0.064
C 0.020 -1.186 5.032 -0.104 -0.104 0.100
C 1.008 3.670 0.390 0.036 -0.006 -0.412
C 0.300 -1.151 6.389 -0.081 -0.018 0.008
N 2.596 2.108 -0.177 1.188 -0.579 -0.455
C 1.043 -3.824 0.603 -0.004 0.083 0.088
N 1.553 -2.533 0.544 0.089 -0.266 0.080
C -1.136 -6.060 1.395 0.005 0.025 0.049
C 0.982 -0.800 4.111 0.083 0.082 -0.066
O 1.401 -0.155 1.845 -0.155 -0.252 0.238
C -0.590 -5.609 0.198 -0.039 0.061 -0.015
H 2.291 4.435 -1.155 -0.095 0.041 0.045
C -5.828 -0.173 -3.873 0.020 0.032 -0.089
C 0.831 5.894 -0.537 -0.006 -0.023 0.022
H -0.364 3.196 1.961 -0.033 0.032 -0.034
C -2.585 -2.578 -2.082 -0.057 -0.041 0.006
C 5.068 3.014 -1.346 -0.006 -0.162 0.000
H 5.176 6.499 -3.051 -0.001 -0.068 0.018
C -0.834 -7.812 -0.742 0.031 -0.037 -0.051
N -0.739 -1.986 -0.908 0.087 -0.178 0.117
O -0.310 -1.463 2.204 0.197 0.033 -0.194
C 4.229 3.295 -2.425 0.087 -0.119 -0.046
H -0.704 -8.506 -1.563 -0.028 0.038 0.027
C -0.435 -6.492 -0.867 0.011 0.007 -0.041
H 4.065 -4.190 1.876 -0.105 0.008 -0.076
C -1.843 -9.626 0.577 0.059 0.118 -0.011
C 6.007 5.230 -1.529 0.044 -0.066 0.058
H -3.955 3.550 -0.293 -0.100 0.095 0.093
C -1.401 -8.253 0.452 -0.071 -0.228 -0.003
N -2.197 -10.716 0.673 0.058 0.183 -0.012
H -0.716 7.148 0.284 0.027 -0.066 0.001
H -6.398 -0.943 -4.379 0.040 0.038 0.034
H 3.513 -0.070 6.250 -0.039 0.002 -0.002
H -3.728 1.911 1.440 0.090 -0.015 -0.095
N 4.292 0.694 -0.837 0.555 0.232 -0.005
C -5.786 -0.169 -2.462 0.027 0.041 0.031
N 5.113 1.751 -0.702 -0.386 0.137 -0.026
C -1.007 -3.332 -0.672 -0.153 0.026 -0.051
C -2.170 -3.700 -1.389 -0.037 0.037 -0.048
H -1.955 -0.111 1.957 0.041 0.028 -0.051
H 0.006 -6.139 -1.792 -0.049 -0.031 0.063
C 1.453 4.657 -0.505 0.083 0.076 -0.007
C -0.174 -4.182 0.060 -0.027 -0.135 -0.062
C -0.600 1.985 -1.929 -0.117 0.020 -0.098
C -1.280 1.591 -0.672 -0.025 -0.076 0.302
H -0.405 3.058 -1.941 0.015 0.025 0.021
H -1.671 -0.545 -2.123 -0.041 -0.027 0.073
C -2.848 1.588 0.906 -0.038 0.185 -0.104
N 1.518 2.392 0.425 -0.739 -0.088 0.690
H 3.561 2.534 -2.804 -0.047 -0.011 0.031
H 6.712 5.974 -1.179 -0.020 -0.032 0.019
C 2.240 -0.396 4.545 0.047 0.050 0.051
C -5.162 0.777 -4.614 -0.038 -0.074 -0.078
C 3.120 -3.890 1.446 0.028 -0.010 0.055
C 0.670 -0.810 2.664 0.060 0.194 -0.249
C -1.677 -1.558 -1.749 -0.007 0.041 -0.185
H -0.950 -1.517 4.681 0.046 0.026 0.010
C 4.276 4.542 -3.028 0.043 -0.014 -0.002
H 1.181 6.649 -1.232 -0.006 -0.027 0.025
H 6.640 3.761 -0.093 -0.057 0.034 -0.039
H -5.033 0.766 -0.677 -0.014 -0.001 -0.055
H -2.503 4.120 -1.135 0.110 0.096 0.010
H -0.445 -1.436 7.120 0.027 0.006 -0.023
N -0.971 0.618 0.176 -0.169 -0.115 0.194
C -5.081 0.781 -1.759 0.036 -0.006 0.002
C -3.136 3.260 -0.943 0.109 -0.125 -0.020
H 3.397 -1.692 1.065 -0.038 0.034 0.048
H -1.980 -7.731 2.450 0.015 0.026 -0.039
H -6.321 -0.939 -1.919 0.043 0.031 -0.028
H -1.483 5.421 1.897 0.027 0.004 -0.005
C -0.667 5.204 1.218 0.055 -0.037 -0.070
```
Forces are in eV/Å.

Properties
⟨S²⟩: 6.080
Molecular weight in g mol⁻¹: 923.35
Spin multiplicity: 5
HOMO-LUMO gap (spin up / spin down) in eV: 5.941 / 6.285
Energy in eV: -125975.6573